(1)
Molecular formula: C60H159F6N14O19S2
Method: DFT, ωB97M-V with the def2-TZVPD basis set

ORCA input file:
```
! RIJCOSX wB97M-V def2-TZVPD def2/J DEFGRID3
* xyz 0 2
C -1.0228 -1.0536 2.9229
F -2.1881 -0.7224 2.3826
F -0.7118 -0.1186 3.8008
F -1.0503 -2.2442 3.5200
S 0.4229 -1.0399 1.6570
O 1.6488 -1.4023 2.4187
O 0.0245 -2.0528 0.6867
N 0.3950 0.6366 1.1620
S 0.7555 0.4957 -0.3221
O 2.0655 0.0044 -0.6467
O -0.3890 -0.0520 -1.1162
C 0.9171 2.3530 -0.8828
F 1.2371 2.3225 -2.1800
F -0.1775 3.0675 -0.5436
F 1.9080 2.8907 -0.2317
C -0.5702 -3.1992 7.4075
C 0.3524 -3.9339 6.4345
C -0.3801 -5.0109 5.5903
O 0.3397 -5.6229 4.5186
C 1.4206 -6.4460 4.9422
N 0.8534 -2.9597 5.4808
H -0.1687 -2.6670 8.2698
H -1.4610 -3.7836 7.6377
H -1.1076 -2.4537 6.8213
H 1.1845 -4.3333 7.0144
H -1.2768 -4.5869 5.1383
H -0.8240 -5.7803 6.2220
H 2.0173 -6.6996 4.0660
H 0.9250 -7.3307 5.3419
H 2.0202 -6.0277 5.7507
H 0.0000 -2.4373 5.3430
H 0.9286 -3.4729 4.6142
C 5.0290 -6.3310 -2.3892
C 5.1203 -4.8429 -2.6599
C 5.4241 -3.9246 -1.3453
O 4.1865 -3.7960 -0.6909
C 3.2807 -2.8405 -1.3117
N 6.0760 -4.5265 -3.7465
H 5.9293 -6.7495 -1.9392
H 4.8811 -6.9257 -3.2906
H 4.1674 -6.6254 -1.7900
H 4.1481 -4.5798 -3.0767
H 5.9680 -3.0063 -1.5669
H 6.0384 -4.4281 -0.5989
H 3.8612 -2.0647 -1.8110
H 2.6259 -2.3666 -0.5803
H 2.6321 -3.3120 -2.0500
H 7.0378 -4.5761 -3.4424
H 5.8748 -3.5373 -3.7791
C -6.8463 4.4779 -2.0706
C -6.1132 5.6762 -2.6296
C -4.7070 5.4400 -3.2775
O -3.7457 4.8715 -2.3415
C -2.4804 4.6235 -2.8981
N -6.9890 6.2822 -3.6071
H -7.9065 4.5159 -1.8201
H -6.3579 4.0999 -1.1725
H -6.8548 3.6425 -2.7707
H -5.9682 6.3986 -1.8263
H -4.3014 6.3697 -3.6767
H -4.8606 4.8382 -4.1733
H -1.8522 4.2333 -2.0974
H -2.0907 5.5422 -3.3365
H -2.5664 3.9049 -3.7132
H -6.8282 7.2793 -3.6084
H -7.9187 6.1560 -3.2332
C -1.8903 5.6872 -6.9404
C -1.7259 6.9723 -6.0700
C -0.3530 7.0141 -5.4321
O -0.1197 5.7776 -4.6434
C 1.1371 5.7938 -4.0245
N -1.9972 8.1728 -6.8919
H -2.8674 5.7118 -7.4229
H -1.8401 4.7861 -6.3293
H -1.1139 5.5949 -7.6999
H -2.5134 6.8748 -5.3227
H -0.2561 7.8914 -4.7924
H 0.3949 7.1531 -6.2127
H 1.1596 6.5212 -3.2130
H 1.9276 6.0030 -4.7452
H 1.3775 4.8038 -3.6370
H -1.3963 8.1867 -7.7035
H -2.8961 7.9123 -7.2718
C 8.8641 -1.9401 0.9278
C 7.9026 -1.0799 0.1760
C 7.2110 0.1283 0.9508
O 6.2717 -0.3120 1.9453
C 4.9410 -0.5033 1.4173
N 8.5903 -0.6756 -1.0057
H 9.3010 -2.7713 0.3742
H 8.3065 -2.4101 1.7379
H 9.7231 -1.3634 1.2708
H 7.1813 -1.7650 -0.2697
H 6.8228 0.9231 0.3139
H 7.9853 0.6647 1.4993
H 4.9244 -1.4422 0.8639
H 4.6339 0.3138 0.7645
H 4.1505 -0.5084 2.1678
H 8.7003 -1.5306 -1.5320
H 8.0327 -0.0193 -1.5335
C 0.1196 2.5747 -5.7893
C 0.4942 1.4141 -6.7099
C 0.6384 0.1270 -5.8425
O 1.7770 0.3050 -4.9586
C 2.0133 -0.8580 -4.1325
N -0.5554 1.2407 -7.6745
H 0.1426 3.5231 -6.3260
H 0.8779 2.5619 -5.0064
H -0.8816 2.5034 -5.3644
H 1.4429 1.6719 -7.1806
H 0.8354 -0.6561 -6.5746
H -0.2766 -0.0783 -5.2868
H 2.3350 -1.6799 -4.7721
H 1.2303 -1.0698 -3.4043
H 2.8527 -0.6529 -3.4682
H -0.3448 0.4900 -8.3166
H -1.4717 1.0806 -7.2811
C -0.9856 -5.5537 0.9726
C 0.4974 -5.8484 0.8688
C 1.1997 -5.7198 -0.4907
O 0.6165 -6.4253 -1.5209
C 1.0216 -7.7583 -1.5346
N 1.1952 -5.0046 1.8025
H -1.6525 -6.0719 0.2836
H -1.1923 -4.5202 0.6947
H -1.2931 -5.7972 1.9896
H 0.6531 -6.8859 1.1644
H 2.2788 -5.8707 -0.5194
H 1.0805 -4.6826 -0.8041
H 2.0608 -7.9480 -1.8032
H 0.5177 -8.2240 -2.3815
H 0.7557 -8.3233 -0.6411
H 0.8311 -4.0900 1.5764
H 0.7469 -5.2551 2.6722
C 6.7557 5.5028 -3.6623
C 5.2402 5.5349 -3.6049
C 4.6521 4.4369 -2.6841
O 4.7745 3.1772 -3.3260
C 3.8041 3.0362 -4.3792
N 4.8203 6.8040 -2.9971
H 7.0972 4.5392 -4.0405
H 7.2283 5.7844 -2.7214
H 7.0958 6.2682 -4.3599
H 4.7727 5.5494 -4.5894
H 3.6351 4.7023 -2.3952
H 5.2296 4.4580 -1.7599
H 2.7633 3.2411 -4.1284
H 3.8291 2.0105 -4.7472
H 4.2177 3.6412 -5.1861
H 5.2207 7.5441 -3.5556
H 3.8299 6.8999 -3.1706
C -3.9033 -1.0029 5.1900
C -5.0801 -0.6415 6.1319
C -4.6724 -0.3155 7.5939
O -4.5268 -1.5137 8.2769
C -4.1557 -1.3326 9.6766
N -5.8204 0.4586 5.4491
H -4.1818 -0.8175 4.1526
H -3.6517 -2.0384 5.4194
H -3.0185 -0.4151 5.4343
H -5.7666 -1.4689 6.3117
H -5.4562 0.2820 8.0595
H -3.8186 0.3618 7.6137
H -4.1811 -2.2952 10.1873
H -4.8454 -0.7225 10.2600
H -3.1150 -1.0095 9.7012
H -6.3416 0.0048 4.7126
H -6.5445 0.7082 6.1074
C -6.9491 1.7975 1.8543
C -6.7043 0.8434 0.6803
C -5.1929 0.3096 0.6060
O -4.2838 1.3653 0.3577
C -4.0434 1.6759 -0.9747
N -7.6600 -0.3044 0.8208
H -6.9734 1.4235 2.8778
H -7.8480 2.4062 1.7567
H -6.3041 2.6753 1.8143
H -6.9723 1.3456 -0.2493
H -4.9695 -0.5191 -0.0660
H -4.9762 0.0397 1.6396
H -3.1157 2.2363 -1.0904
H -4.9113 2.1550 -1.4279
H -3.8865 0.7600 -1.5444
H -8.5893 0.0887 0.7764
H -7.6327 -0.9416 0.0377
C 3.6717 2.7800 2.3337
C 2.4851 2.9813 3.2822
C 1.4570 4.0581 2.7774
O 0.1761 4.2087 3.4661
C 0.3651 4.3599 4.8504
N 1.7520 1.6988 3.4539
H 4.2078 3.7092 2.1405
H 3.2969 2.4170 1.3767
H 4.4076 2.0333 2.6319
H 2.8686 3.4627 4.1818
H 1.2163 3.9868 1.7167
H 1.9617 5.0241 2.7620
H 0.6967 3.4262 5.3046
H -0.5899 4.6172 5.3086
H 1.0100 5.1863 5.1492
H 1.4395 1.3538 2.5576
H 0.9187 2.0000 3.9386
C -3.1283 -2.6477 -1.1276
C -3.4429 -2.8185 -2.7079
C -2.2056 -3.1496 -3.6375
O -2.5960 -3.4506 -4.9799
C -2.9882 -2.2946 -5.7420
N -4.5123 -3.7948 -2.8433
H -2.5446 -1.7603 -0.8829
H -2.6074 -3.4583 -0.6179
H -4.0501 -2.4456 -0.5821
H -3.7142 -1.8286 -3.0747
H -1.7575 -4.0664 -3.2544
H -1.4338 -2.3803 -3.6128
H -3.2083 -2.6151 -6.7603
H -2.2860 -1.4612 -5.7624
H -3.8784 -1.8138 -5.3363
H -4.4971 -4.1182 -3.8000
H -4.2745 -4.6895 -2.4395
C 6.2149 -5.0313 2.1932
C 4.7183 -5.0676 2.5970
C 4.1962 -3.7354 3.2898
O 4.9135 -3.2197 4.4594
C 4.6364 -3.8768 5.6468
N 3.9397 -5.3960 1.4363
H 6.4565 -4.0969 1.6865
H 6.3054 -5.8369 1.4645
H 6.8515 -5.2196 3.0577
H 4.5484 -5.7481 3.4314
H 3.1207 -3.7967 3.4557
H 4.3454 -2.9420 2.5574
H 5.1342 -3.3066 6.4311
H 5.1735 -4.8218 5.5654
H 3.6030 -4.0080 5.9677
H 4.0578 -4.8063 0.6248
H 2.9591 -5.2944 1.6558
C -1.4909 6.4542 0.0605
C -2.8342 6.1283 0.7300
C -3.9330 7.1674 0.3855
O -3.2894 4.8990 0.3024
H -0.7670 5.7457 0.4631
H -1.0753 7.4159 0.3612
H -1.5790 6.3570 -1.0216
H -2.8130 6.1245 1.8198
H -4.2689 7.1871 -0.6513
H -3.5216 8.1564 0.5873
H -4.7554 7.0990 1.0975
H -3.5880 4.9712 -0.6071
C -4.0254 -4.3949 2.7365
C -5.0805 -3.2912 2.6086
C -6.1659 -3.5708 1.6078
O -5.6519 -3.1746 3.8843
H -3.2648 -4.0643 3.4438
H -3.5216 -4.5308 1.7795
H -4.4533 -5.3529 3.0317
H -4.6364 -2.3655 2.2426
H -5.8371 -3.4752 0.5730
H -6.9369 -2.8234 1.7953
H -6.5905 -4.5742 1.6380
H -6.2955 -2.4635 3.8434
*
```

Results
molar mass	1559.1	u
⟨S²⟩	0.756
HOMO energy (alpha / beta)	-8.062 / -8.062	eV
orbital gap (alpha / beta)	0.297 / 0.134	hartree
LUMO level (alpha / beta)	0.02 / -4.43	eV
electronic energy	-5972.581201	a.u.

(2)
Molecular formula: C24H25Br39N2O2PS2
Method: DFT, ωB97M-V with the def2-TZVPD basis set

ORCA input file:
```
! RIJCOSX wB97M-V def2-TZVPD def2/J DEFGRID3
* xyz -1 1
C -3.3897 0.2576 -4.0348
P -1.4973 0.4981 -3.9472
C -0.5254 -1.1049 -4.3159
C -0.9698 1.3305 -2.3118
C 0.5620 1.9223 -2.4772
O 1.3165 1.5620 -3.5405
O 1.1986 2.8387 -1.4832
C -1.1266 0.3985 -0.9721
C -2.5957 -0.1167 -0.3696
C -2.7184 -1.0262 1.0282
C -1.3890 -1.4825 1.9010
C 0.0741 -0.9800 1.3192
C 0.1993 -0.0739 -0.0744
N -1.9306 2.5214 -2.1111
S -1.5245 3.6445 -3.3853
N -1.7954 3.0657 -0.8437
C -2.2429 4.3796 -0.9972
S -2.8562 6.0014 -1.0107
H -3.6358 -0.8856 -4.1044
H -3.8186 0.8939 -4.9190
H -3.8314 0.7152 -3.0252
H -1.2513 -1.9624 -4.6579
H 0.1577 -0.8680 -5.2659
H 0.2069 -1.3979 -3.4512
H -3.6196 0.1665 -0.8902
H -3.7619 -1.3588 1.4637
H -1.4248 -2.0952 2.9102
H 1.0253 -1.2729 1.9563
H 1.3066 0.2440 -0.3589
H -2.6651 3.6858 -4.2489
C -0.3863 0.1290 5.2594
Br 0.2116 1.4654 6.5403
Br -2.2900 0.2815 4.8895
Br 0.6732 0.1648 3.6283
H -0.2279 -0.8507 5.7220
C -4.5297 -3.5502 -2.0359
Br -3.9318 -2.2138 -0.7549
Br -6.4334 -3.3977 -2.4057
Br -3.4702 -3.5144 -3.6670
H -4.3713 -4.5299 -1.5732
C 1.7979 6.3305 -4.9396
Br 3.1947 5.0847 -5.4699
Br 0.1747 5.4082 -4.3930
Br 2.4167 7.5751 -3.5786
H 1.5459 6.9239 -5.8247
C 4.0348 -0.4477 -5.2095
Br 2.8250 0.0136 -6.6613
Br 3.1743 -1.5804 -3.8825
Br 5.6891 -1.2317 -5.8672
H 4.3020 0.4876 -4.7066
C 0.3047 -3.1566 -7.5372
Br -0.9051 -2.6953 -8.9890
Br -0.5558 -4.2893 -6.2102
Br 1.9590 -3.9406 -8.1949
H 0.5719 -2.2213 -7.0343
C -0.9556 -5.1912 3.8009
Br -0.4053 -4.4307 5.5048
Br -1.7932 -6.9329 4.0223
Br -2.0838 -3.9681 2.7931
H -0.0460 -5.3464 3.2114
C 2.9001 0.5798 9.1840
Br 1.6990 0.7227 10.7075
Br 4.7404 0.9778 9.6732
Br 2.7434 -1.1449 8.2980
H 2.5901 1.3405 8.4599
C 0.0139 5.7725 1.8484
Br 1.3219 5.0972 3.1202
Br -0.9599 4.3312 0.9774
Br -1.1865 7.0680 2.6637
H 0.5707 6.3001 1.0669
C -1.1909 2.6964 -8.0130
Br 0.2059 1.4506 -8.5432
Br -2.8141 1.7742 -7.4664
Br -0.5721 3.9411 -6.6520
H -1.4429 3.2898 -8.8981
C 8.0240 -5.1271 -5.0800
Br 8.6219 -3.7907 -3.7991
Br 6.1203 -4.9746 -5.4499
Br 9.0835 -5.0913 -6.7111
H 8.1824 -6.1068 -4.6174
C -2.4250 4.5516 6.2989
Br -3.7826 5.5671 7.2529
Br -3.0081 4.0686 4.5071
Br -0.7123 5.4738 6.2789
H -2.2785 3.6170 6.8503
C -4.3962 -3.3178 5.7951
Br -3.8460 -2.5574 7.4989
Br -5.2338 -5.0595 6.0164
Br -5.5244 -2.0948 4.7872
H -3.4866 -3.4730 5.2056
C 5.5806 -3.0671 10.8236
Br 4.3795 -2.9241 12.3471
Br 7.4208 -2.6691 11.3128
Br 5.4239 -4.7918 9.9376
H 5.2706 -2.3064 10.0995
*
```

Results
molar mass	3584.8	u
HOMO energy	-4.939	eV
orbital gap	0.206	hartree
LUMO level	0.67	eV
electronic energy	-102712.981716	a.u.

(3)
Molecular formula: C5H10N3O
Method: DFT, ωB97M-V with the def2-TZVPD basis set

ORCA input file:
```
! RIJCOSX wB97M-V def2-TZVPD def2/J DEFGRID3
* xyz 1 1
C -2.0341 -1.8281 0.0561
C -0.9693 0.2321 0.5765
C 0.7492 -2.6750 -0.2086
C 0.1643 2.2171 -0.3196
C -0.9154 1.1253 -0.5834
N -1.9977 -0.7006 0.4324
N -0.1051 0.1866 1.4729
N 1.5716 -1.9072 0.4258
O -0.4982 -2.5887 -0.4161
H -2.7337 -2.7031 0.0035
H 1.2954 -3.5860 -0.7680
H 0.0493 2.5549 0.7932
H 0.0788 3.1452 -0.8590
H 1.1660 1.7521 -0.5603
H -0.6727 0.5779 -1.4056
H -1.8368 1.4225 -0.7853
H -0.2284 -0.2878 2.3988
H 2.4837 -2.1185 0.6429
H 1.3060 -1.0908 0.9430
*
```

Results
molar mass	128.2	u
HOMO energy	-14.363	eV
orbital gap	0.385	hartree
LUMO level	-3.89	eV
energy above the lowest of the compared OMol25 structures with the same formula, charge and spin	79.47	kcal per mole
electronic energy	-435.675462	a.u.